No. 1
DFT (wB97M-V/def2-TZVPD) results for a molecular structure, C24H43FP2Sc in a non-equilibrium geometry.

Structure (ORCA input):
```
! RIJCOSX wB97M-V def2-TZVPD def2/J DEFGRID3
* xyz 1 1
Sc -1.4063 2.6440 0.5046
C -2.8669 4.2652 -0.5964
C -3.0211 3.1614 -1.4906
C -3.8894 2.5527 0.5832
C -3.4275 3.8898 0.6899
C -3.6727 2.1110 -0.7680
C -2.2591 5.5749 -0.9448
H -1.5537 5.5000 -1.7867
H -1.7113 5.9955 -0.0922
H -3.0325 6.2990 -1.2431
C -3.2977 4.6422 1.9741
H -2.6050 5.4785 1.8750
H -2.8873 4.0041 2.7725
H -4.2617 4.9993 2.3241
C -4.5005 1.7598 1.6742
H -5.5266 2.0648 1.8823
H -3.9520 1.8774 2.6127
H -4.5101 0.6927 1.4536
C -4.2129 0.8606 -1.3548
H -5.2610 0.9786 -1.7036
H -4.2074 0.0449 -0.6126
H -3.6278 0.5168 -2.2245
C -2.8209 3.2069 -2.9523
H -3.7142 3.5016 -3.5162
H -2.5061 2.2467 -3.3512
H -2.0457 3.9183 -3.2208
C 0.9012 2.7877 0.4625
C 0.4651 3.4675 -0.6432
C 0.7050 2.9625 -2.0373
C 0.4635 1.4476 -2.2624
C -0.7076 0.8374 -1.5387
C -0.6412 0.2586 -0.2864
C 0.6711 0.1698 0.4834
C 1.5548 1.4460 0.5294
H 1.7460 3.1798 -2.3421
H 1.4225 0.9441 -2.0495
H 0.0706 3.5534 -2.7195
H 2.3398 1.3657 -0.2417
H 0.8506 3.2469 1.4626
H 0.1909 4.5356 -0.6174
H 2.0443 1.4403 1.5226
H 0.4100 -0.1347 1.5175
H -1.4547 -0.3857 0.0708
H 1.3532 -0.6226 0.1112
H 0.2754 1.3366 -3.3489
H -1.5844 0.6814 -2.1607
P 3.2739 -3.2631 0.8560
P 1.8254 -6.0464 1.0940
C 4.3469 -4.7933 0.7953
C 3.6642 -6.0192 1.4083
H 5.2726 -4.5629 1.3369
H 4.6004 -4.9673 -0.2598
H 4.0897 -6.9510 1.0160
H 3.7755 -6.0232 2.5017
C 1.3737 -7.4795 2.1641
H 0.3376 -7.7609 1.9441
H 1.4277 -7.1594 3.2105
H 2.0315 -8.3400 2.0055
C 1.8677 -6.9367 -0.5230
H 2.4744 -7.8477 -0.4605
H 2.2711 -6.2669 -1.2900
H 0.8349 -7.1943 -0.7897
C 4.2966 -2.2535 2.0138
H 3.8905 -1.2350 2.0553
H 5.3452 -2.2265 1.6948
H 4.2242 -2.6981 3.0131
C 3.7929 -2.4679 -0.7277
H 3.3642 -3.0406 -1.5584
H 4.8835 -2.4385 -0.8240
H 3.3882 -1.4477 -0.7693
F -0.9509 4.1150 1.6919
*
```

The total energy comes out at -2483.373262 hartree. The LUMO energy comes out at -4.27 eV. For the gap between HOMO and LUMO, the calculation gives 5.3 eV.

Mulliken population analysis, charges in e, atoms 1 to 8: Sc 0.164; C 0.596; C 0.770; C 0.437; C 0.621; C 0.965; C -1.901; H 0.384

=====

No. 2
DFT (wB97M-V/def2-TZVPD) results for a molecular structure, C24H43GdN2P3Se in a non-equilibrium geometry.

Structure (ORCA input):
```
! RIJCOSX wB97M-V def2-TZVPD def2/J DEFGRID3
* xyz 3 8
Gd -0.1102 -0.4567 0.2570
P 0.2386 2.1666 1.8385
P -2.6155 0.8904 0.2336
P 2.6504 0.1738 0.1674
H -1.3153 -2.9484 -6.8590
C -0.5119 -3.6234 -6.5589
C -0.6207 -4.2982 -5.3898
H -1.5507 -4.2525 -4.8165
C 0.3761 3.7344 0.8745
C -1.0833 2.6598 3.0173
C 1.7364 2.3419 2.8896
C -3.2267 -0.1339 -1.1631
C -3.9647 0.6993 1.4301
C -2.9361 2.5720 -0.4083
C 3.0156 -0.9471 -1.2383
C 3.8796 -0.4002 1.3766
C 3.3685 1.7253 -0.4580
H 0.2226 -3.7462 -7.3788
H 0.0839 -5.0448 -5.0171
H 0.4591 4.5728 1.5730
H -0.5033 3.8798 0.2425
H 1.2635 3.7074 0.2365
H -0.7991 3.5966 3.5140
H -1.2111 1.8846 3.7835
H -2.0362 2.8170 2.4960
H 1.6681 3.2687 3.4797
H 2.6516 2.3834 2.2813
H 1.8088 1.4931 3.5835
H -4.3218 -0.0765 -1.1486
H -2.9153 -1.1834 -1.0448
H -2.8400 0.2468 -2.1157
H -4.8599 1.2262 1.0665
H -3.6837 1.0995 2.4130
H -4.2030 -0.3639 1.5573
H -4.0218 2.7057 -0.5437
H -2.4298 2.6991 -1.3796
H -2.5585 3.3459 0.2761
H 4.1055 -0.9610 -1.3558
H 2.5357 -0.5848 -2.1553
H 2.6518 -1.9603 -1.0224
H 4.8713 -0.4728 0.9082
H 3.6033 -1.3962 1.7455
H 3.9394 0.2767 2.2383
H 4.4261 1.5433 -0.7147
H 3.3071 2.5336 0.2866
H 2.8165 2.0436 -1.3576
C 0.0922 0.8747 -3.5732
C -0.5147 -0.3571 -3.8718
C -0.4137 -0.8585 -5.1555
C 0.2888 -0.1939 -6.1676
C 0.8600 1.0638 -5.8668
C 0.7780 1.6012 -4.5807
Se -0.0188 1.5531 -1.8495
H -0.1118 -1.6988 -1.1532
H -0.9917 -0.9410 -3.0847
H -0.8645 -1.8269 -5.3601
H 0.3858 -0.6424 -7.1760
H 1.3735 1.6118 -6.6549
H 1.2411 2.5618 -4.3445
N -0.4999 -3.5155 3.0444
C -0.3977 -2.6891 2.0040
N -0.1957 -1.4228 2.4168
C -0.1658 -1.4616 3.8270
C 0.0402 -0.4596 4.7783
C 0.0383 -0.8307 6.1335
C -0.1602 -2.1701 6.5172
C -0.3653 -3.1766 5.5538
C -0.3610 -2.7755 4.2233
H -0.6493 -4.5171 2.9987
H -0.4644 -2.9958 0.9700
H 0.1988 0.5588 4.4458
H 0.1956 -0.0632 6.9003
H -0.1582 -2.4431 7.5781
H -0.5205 -4.2223 5.8070
*
```

The total energy comes out at -5239.804930 hartree. The calculation puts the energy above the lowest of the compared OMol25 structures with the same formula, charge and spin at 4.6 kcal/mol. As for the expectation value of S²: 16.1999. The LUMO energy (alpha / beta) comes out at -12.34 / -11.91 eV. For the gap between HOMO and LUMO (alpha / beta), the calculation gives 3.7 / 4.1 eV.

Mulliken population analysis, charges in e, atoms 1 to 8: Gd -0.113; P 0.887; P 1.103; P 0.979; H 0.349; C -0.553; C -0.438; H 0.272